1.
{"formula": "CH4FNS2", "method": "ωB97M-V/def2-TZVPD", "homo_lumo_gap_ev": 8.927, "e_homo_ha": -0.347, "smiles": "CN(S)SF", "e_tot_ev": -26977.29835, "symbols": ["C", "N", "F", "S", "S", "H", "H", "H", "H"], "coordinates": [[-0.973, 0.691, 0.263], [0.257, -0.124, 0.317], [2.759, 0.364, -0.937], [-0.075, -1.865, -0.006], [1.723, 0.336, 0.738], [-1.377, 0.682, 1.311], [-1.044, 1.745, -0.064], [-1.747, 0.232, -0.279], [0.476, -2.062, -1.344]]}

=====

2.
{"formula": "CH4FOPS", "method": "ωB97M-V/def2-TZVPD", "homo_lumo_gap_ev": 9.973, "e_homo_ha": -0.352, "smiles": "C[P@](O)(F)=S", "e_tot_ev": -25992.97689, "symbols": ["C", "O", "F", "P", "S", "H", "H", "H", "H"], "coordinates": [[0.969, -0.390, 0.661], [-0.244, 0.483, -1.633], [-0.618, 1.808, 0.292], [-0.664, 0.254, -0.150], [-2.251, -0.597, 0.487], [0.468, -0.687, 1.658], [1.457, -1.261, 0.127], [1.654, 0.476, 0.875], [-0.770, -0.084, -2.318]]}

=====

3.
{"formula": "CH4I2NOP", "method": "ωB97M-V/def2-TZVPD", "homo_lumo_gap_ev": 8.374, "e_homo_ha": -0.322, "e_tot_ev": -30129.50067, "symbols": ["C", "N", "O", "P", "I", "I", "H", "H", "H", "H"], "coordinates": [[0.095, -1.788, -0.487], [-0.457, 1.747, 0.969], [-0.112, -0.690, 0.363], [-0.115, 0.776, -0.383], [-0.974, 3.671, 0.588], [2.294, 1.142, -0.408], [-0.705, -1.865, -1.306], [0.195, -2.755, 0.093], [1.017, -1.574, -0.949], [-1.238, 1.336, 1.520]]}

=====

4.
{"formula": "CH4IN2", "method": "ωB97M-V/def2-TZVPD", "homo_lumo_gap_ev": [5.224, 7.046], "charge": 1, "e_homo_ha": [-0.465, -0.468], "e_tot_ev": -12170.10721, "symbols": ["C", "N", "N", "I", "H", "H", "H", "H"], "coordinates": [[-0.479, 0.517, 0.427], [-0.814, 0.090, -0.698], [2.467, -0.488, 0.047], [4.169, -0.083, -0.731], [-0.947, 0.258, 1.364], [-1.583, -0.571, -0.883], [-0.315, 0.407, -1.532], [2.545, -0.717, 1.042]]}